Formula: C51H110N6O15
Source: the OMol25 dataset
Level of theory: ωB97M-V/def2-TZVPD

Output
Spin multiplicity   1
E_HOMO   -0.294 hartree
Strongest force on any atom   6.5 eV Å⁻¹
SMILES   CC1(C)CCCC(C)(C)N1O.CC1(C)CCCC(C)(C)N1O.CC1(C)CCCC(C)(C)N1O.COCCNCCOC.COCCNCCOC.COCCNCCOC.O=C1OCCO1.O=C1OCCO1
Calculated total energy   -3465.89718 Eh
Gap between HOMO and LUMO   8.49 eV

Each line ends with the Löwdin charge.
Geometry (Å):
C  1.080057  -0.058460  5.655042  -0.040
C  0.675517  -1.455750  5.118132  -0.471
C  -0.744953  -1.674810  5.508152  -0.040
C  0.756577  -1.322230  3.540502  -0.112
C  0.843767  -2.691340  2.814572  -0.150
C  1.937977  -3.591130  3.463132  -0.132
C  1.822037  -3.828450  4.987532  -0.441
C  0.714167  -4.857910  5.358522  -0.021
C  3.273977  -4.325540  5.464022  -0.035
N  1.696387  -2.460660  5.627752  -0.107
O  1.704067  -2.468250  7.026102  -0.022
H  1.007187  -0.098500  6.741862  0.073
H  2.093817  0.302130  5.480832  0.084
H  0.432387  0.746560  5.307822  0.076
H  -1.065813  -2.680080  5.235052  0.072
H  -0.814363  -1.541370  6.587722  0.091
H  -1.492193  -1.035350  5.038252  0.065
H  -0.138873  -0.780010  3.236732  0.089
H  1.673857  -0.781070  3.308432  0.099
H  -0.099533  -3.219200  2.954742  0.103
H  1.039137  -2.466500  1.766062  0.084
H  2.932897  -3.419590  3.052262  0.113
H  1.705577  -4.573490  3.051962  0.107
H  -0.244393  -4.516580  4.967672  0.057
H  0.536337  -4.829620  6.433542  0.082
H  0.916387  -5.871080  5.011112  0.084
H  3.463697  -5.284330  4.981502  0.074
H  3.218657  -4.695240  6.487912  0.065
H  4.122167  -3.640970  5.457432  0.080
H  2.532997  -2.007750  7.175772  0.104
C  -3.707793  3.702110  -3.624708  -0.039
C  -4.639223  2.498290  -3.617918  -0.436
C  -6.202193  3.050260  -3.921078  -0.003
C  -4.192323  1.584150  -4.789358  -0.143
C  -2.954923  0.800870  -4.398008  -0.195
C  -3.288933  -0.195020  -3.299398  -0.124
C  -3.713033  0.568660  -2.001968  -0.458
C  -4.409773  -0.493720  -1.147658  -0.025
C  -2.444913  1.084140  -1.276818  -0.015
N  -4.664543  1.660830  -2.396658  -0.134
O  -5.243383  2.286950  -1.341798  -0.004
H  -3.619173  4.202740  -4.588868  0.088
H  -4.043103  4.431650  -2.887528  0.082
H  -2.713623  3.362210  -3.334538  0.056
H  -6.404373  3.736410  -3.098628  0.061
H  -6.232093  3.524070  -4.902258  0.069
H  -6.912553  2.226830  -3.994748  0.067
H  -5.024593  0.932930  -5.056438  0.116
H  -3.895143  2.133760  -5.682508  0.115
H  -2.571143  0.237160  -5.248318  0.112
H  -2.056993  1.378360  -4.178138  0.100
H  -2.407023  -0.831010  -3.222928  0.096
H  -4.231763  -0.675540  -3.560708  0.120
H  -3.891563  -1.451380  -1.197018  0.073
H  -5.467523  -0.563840  -1.401348  0.088
H  -4.422373  -0.021730  -0.165228  0.070
H  -1.812813  0.306670  -0.847748  0.070
H  -2.740953  1.708360  -0.433728  0.077
H  -1.806073  1.670610  -1.937158  0.047
H  -6.158223  2.038850  -1.493828  0.101
C  -0.307093  6.121400  -2.070868  -0.018
C  0.596407  5.120190  -1.307958  -0.440
C  0.502637  5.443730  0.260042  -0.008
C  0.119537  3.667900  -1.468378  -0.139
C  0.562017  2.893070  -2.709098  -0.154
C  2.088177  3.056380  -2.805468  -0.183
C  2.558827  4.422570  -2.927378  -0.502
C  4.099777  4.349920  -2.853528  -0.035
C  2.236997  4.976730  -4.332868  -0.020
N  2.000507  5.224850  -1.775848  -0.107
O  2.664727  6.367020  -1.356948  -0.005
H  -0.101113  6.067210  -3.139858  0.068
H  -1.361113  5.970900  -1.837438  0.078
H  -0.182183  7.152510  -1.740248  0.080
H  0.994737  6.404200  0.413142  0.073
H  -0.462573  5.303130  0.746552  0.090
H  1.139587  4.750870  0.809892  0.039
H  0.347227  3.055530  -0.595868  0.101
H  -0.953543  3.657270  -1.659398  0.095
H  0.271257  1.844460  -2.646048  0.091
H  0.020997  3.338470  -3.543978  0.107
H  2.524397  2.439510  -3.591138  0.131
H  2.462567  2.636090  -1.872038  0.103
H  4.550937  3.888310  -1.975198  0.076
H  4.553497  5.340960  -2.861638  0.083
H  4.438697  3.762380  -3.706778  0.082
H  1.154307  4.992460  -4.457938  0.065
H  2.890927  4.576370  -5.107588  0.085
H  2.483157  6.029390  -4.472198  0.085
H  3.353797  6.037850  -0.775198  0.101
C  1.783577  3.234620  3.034882  -0.141
O  2.605467  2.133460  2.834082  -0.192
C  2.634347  1.724400  1.449572  -0.161
C  3.840557  0.684340  1.342702  -0.168
N  4.434107  0.621910  0.027762  -0.086
C  5.347787  -0.452360  -0.165668  -0.207
C  6.126237  -0.162800  -1.405888  -0.305
O  7.013527  0.845520  -1.299218  -0.171
C  7.536397  1.277340  -2.587198  -0.054
H  0.912687  3.253400  2.379672  0.061
H  2.303907  4.189620  2.961952  0.086
H  1.459937  3.284720  4.074522  0.090
H  2.876767  2.586700  0.828462  0.108
H  1.672287  1.299290  1.163522  0.092
H  3.437357  -0.224340  1.789712  0.104
H  4.624237  0.932970  2.058342  0.114
H  4.698937  1.479840  -0.434758  0.112
H  4.745137  -1.356720  -0.249568  0.105
H  5.945867  -0.466040  0.745502  0.124
H  5.373697  0.026100  -2.171448  0.116
H  6.665487  -1.024240  -1.799888  0.127
H  8.177097  0.456620  -2.909718  0.087
H  8.177057  2.150920  -2.466758  0.087
H  6.733647  1.503670  -3.288958  0.083
C  0.176767  -4.805910  -1.197148  -0.089
O  -0.968103  -5.224330  -0.474888  -0.207
C  -2.090443  -4.335660  -0.576318  -0.187
C  -2.609923  -4.257280  -2.027918  -0.217
N  -2.856873  -5.635600  -2.432688  -0.044
C  -3.163483  -5.985620  -3.827618  -0.188
C  -2.119563  -5.714320  -4.962808  -0.272
O  -2.288153  -6.442910  -6.123128  -0.176
C  -3.566973  -6.057970  -6.775918  -0.060
H  -0.031363  -4.799580  -2.267068  0.076
H  0.972287  -5.475920  -0.871048  0.101
H  0.461787  -3.814940  -0.843828  0.073
H  -1.722913  -3.391980  -0.173218  0.111
H  -2.963163  -4.571680  0.032572  0.124
H  -1.909193  -3.680220  -2.631308  0.092
H  -3.534383  -3.686840  -1.938058  0.105
H  -2.053033  -6.064620  -1.996928  0.087
H  -4.092683  -5.463790  -4.056498  0.103
H  -3.418783  -7.042580  -3.903418  0.119
H  -1.243123  -6.131670  -4.467058  0.109
H  -1.912833  -4.653180  -5.101838  0.117
H  -3.499903  -4.999940  -7.029208  0.083
H  -4.490313  -6.192540  -6.212498  0.078
H  -3.557563  -6.588500  -7.728048  0.084
C  -2.157163  2.672670  10.263022  -0.081
O  -2.446163  1.914420  9.065072  -0.220
C  -2.484193  2.535660  7.785362  -0.216
C  -2.733083  1.510700  6.672802  -0.182
N  -2.898343  2.167200  5.369352  -0.069
C  -3.216913  1.279550  4.258142  -0.201
C  -3.435843  2.206600  3.040072  -0.163
O  -2.232733  2.571430  2.292142  -0.183
C  -1.342123  1.515590  2.026272  -0.154
H  -2.224363  2.081860  11.176552  0.085
H  -2.889523  3.462850  10.428462  0.075
H  -1.198103  3.143790  10.047732  0.082
H  -1.514883  3.015790  7.651172  0.119
H  -3.257523  3.301540  7.844402  0.118
H  -3.658963  0.960820  6.841552  0.118
H  -1.886353  0.824450  6.658232  0.099
H  -3.365793  3.061970  5.400442  0.107
H  -4.139743  0.699950  4.281702  0.117
H  -2.362833  0.627320  4.075802  0.081
H  -4.096703  3.045790  3.257172  0.122
H  -3.990283  1.655140  2.280722  0.104
H  -0.899573  1.798720  1.071242  0.061
H  -1.741543  0.516970  1.849282  0.092
H  -0.532143  1.453380  2.753022  0.069
O  4.518497  -3.606180  -1.643338  0.172
C  3.943627  -4.078570  -2.570878  -0.562
O  2.653537  -3.987720  -2.828768  0.068
C  2.521007  -4.406480  -4.125038  -0.142
C  3.580497  -5.490010  -4.243848  -0.172
O  4.470797  -4.934530  -3.460468  0.083
H  1.511747  -4.807650  -4.217588  0.130
H  2.620027  -3.559000  -4.803328  0.147
H  3.927527  -5.626080  -5.268138  0.148
H  3.240707  -6.406280  -3.761058  0.145
O  -0.320623  -1.824730  -3.997078  0.143
C  0.336347  -1.328250  -3.137908  -0.573
O  -0.079503  -1.235260  -1.877228  0.043
C  1.029227  -0.847780  -1.060668  -0.095
C  2.123697  -0.511180  -2.036058  -0.142
O  1.640267  -0.945210  -3.272828  0.068
H  0.762907  0.101040  -0.594938  0.115
H  1.359097  -1.682630  -0.442348  0.118
H  3.021637  -1.060740  -1.753608  0.114
H  2.244227  0.572020  -2.052188  0.097

Atoms 1-2, force components in eV/Å:
0.2 -0.2 0.9
1.6 1.1 -1.6